Run one
Below is one molecule with the formula C5H8N2O, with properties calculated with ωB97M-V/def2-TZVPD.

```
! wB97M-V def2-TZVPD RIJCOSX def2/J DEFGRID3
* xyz 0 1
C -0.46 -0.92 1.13
C -1.82 -0.93 1.05
C 0.10 -0.12 0.07
C -0.98 0.32 -0.72
C 2.20 -1.03 -0.18
N -2.15 -0.14 -0.07
N -1.09 1.23 -1.82
O 1.44 0.16 -0.18
H 0.12 -1.19 2.06
H -2.50 -1.60 1.48
H 2.57 -1.41 0.78
H 3.07 -0.59 -0.75
H 1.51 -1.90 -0.44
H -3.00 -0.12 -0.44
H -1.82 1.03 -2.42
H -0.19 1.50 -2.23
*
```

Calculated values
Gap between HOMO and LUMO (eV): 8.25
SMILES: COc1cc[nH]c1N


Run two
Below is one molecule with the formula C5H8N2O, with properties calculated with ωB97M-V/def2-TZVPD.

```
! wB97M-V def2-TZVPD RIJCOSX def2/J DEFGRID3
* xyz 0 1
C -1.88 1.20 0.67
C -0.22 -0.13 -0.42
C 1.39 -0.20 -1.85
C 1.97 -0.58 -0.63
C 0.91 -0.55 0.29
H -1.46 2.14 0.24
H -1.37 1.00 1.62
H -2.99 1.29 0.84
H -2.15 -0.31 -0.87
H 1.82 -0.10 -2.93
H 3.05 -0.73 -0.52
H -0.06 -0.97 1.83
H 1.58 -1.38 1.92
N -1.57 -0.04 -0.09
N 0.90 -0.69 1.67
O 0.08 0.04 -1.75
*
```

Calculated values
Gap between HOMO and LUMO (eV): 8.40
SMILES: CNc1occc1N


Run three
Below is one molecule with the formula C5H8N2O, with properties calculated with ωB97M-V/def2-TZVPD.

```
! wB97M-V def2-TZVPD RIJCOSX def2/J DEFGRID3
* xyz 0 1
C -0.82 -0.68 0.46
C -1.65 0.55 0.10
C -0.85 1.60 -0.05
C 0.60 1.27 -0.05
C 0.65 -0.26 0.17
H -0.73 -2.69 -0.46
H -1.58 -1.66 -1.19
H -0.85 -0.97 1.55
H -2.72 0.56 -0.10
H -1.20 2.59 -0.25
H 1.10 1.68 -0.87
H 1.14 1.72 0.84
H 3.60 -0.79 -0.07
N -1.35 -1.90 -0.23
N 1.76 -0.86 0.31
O 2.91 -0.15 -0.18
*
```

Calculated values
Gap between HOMO and LUMO (eV): 10.28
SMILES: N[C@@H]1C=CC/C1=N\O


Run four
Below is one molecule with the formula C5H8N2O, with properties calculated with ωB97M-V/def2-TZVPD.

```
! wB97M-V def2-TZVPD RIJCOSX def2/J DEFGRID3
* xyz 0 1
C 0.93 -0.04 -0.69
C -1.26 -0.24 0.43
N 1.45 -1.18 -0.16
N 1.75 0.69 -1.51
C -0.20 0.69 1.50
C -0.42 0.27 -0.59
C -2.55 -0.56 0.46
O 0.04 1.88 1.62
H 0.75 -1.85 0.16
H 2.38 -1.42 -0.44
H 2.72 0.68 -1.20
H 1.41 1.63 -1.67
H -0.10 -0.05 2.31
H -0.79 1.12 -1.16
H -3.05 -0.79 1.40
H -3.08 -0.83 -0.45
*
```

Calculated values
Gap between HOMO and LUMO (eV): 7.72
SMILES: C=C(C=O)C=C(N)N


run two is preferred energetically. Next in line: 0.0208 hartree higher.


Run one
Below is C5H8N2O as an isolated structure, with properties calculated with ωB97M-V/def2-TZVPD.

```
! wB97M-V def2-TZVPD RIJCOSX def2/J DEFGRID3
* xyz 0 1
C 1.70 1.01 -0.10
C -0.52 0.84 -0.20
C -1.79 0.40 0.45
C -1.32 -1.02 -0.35
C -0.01 -0.45 0.30
H 2.53 -1.54 -0.25
H 2.85 1.31 -0.35
H -0.76 0.86 -1.26
H -1.24 0.38 1.70
H -2.87 0.80 0.33
H -1.05 -0.85 -1.50
H -2.16 -2.02 -0.16
H 0.09 -0.55 1.31
N 1.33 -0.26 -0.32
N 0.63 1.88 0.04
O 2.57 -0.79 0.36
*
```

Calculated values
Gap between HOMO and LUMO (eV): 9.93


Run two
Below is one molecule with the formula C5H8N2O, with properties calculated with ωB97M-V/def2-TZVPD.

```
! wB97M-V def2-TZVPD RIJCOSX def2/J DEFGRID3
* xyz 0 1
C -1.10 -0.48 -1.03
C -0.82 1.05 -0.54
C 0.77 -0.77 1.54
C 1.26 0.86 -0.12
C 0.53 1.51 -1.03
H -2.13 -0.87 -0.92
H -1.10 -0.79 -2.17
H -0.55 -1.19 -0.40
H -1.72 1.79 -1.04
H 1.83 -1.23 1.27
H 0.09 -2.12 2.52
H 2.40 0.35 -0.49
H 0.94 1.59 -1.91
N 0.50 0.40 1.07
N -0.23 -1.22 2.38
O -0.68 1.13 0.85
*
```

Calculated values
Gap between HOMO and LUMO (eV): 9.25
SMILES: [H]/N=C/N1C=C[C@@H](C)O1


run two is preferred energetically. Next in line: 0.0739 hartree higher.


Run one
Below is one molecule with the formula C5H8N2O, with properties calculated with ωB97M-V/def2-TZVPD.

```
! wB97M-V def2-TZVPD RIJCOSX def2/J DEFGRID3
* xyz 0 1
C -0.06 -2.20 0.11
C -0.54 0.40 -1.76
N 0.58 0.78 1.69
C 0.21 1.38 0.51
C 0.27 -0.79 0.47
C 0.00 0.35 -0.37
O 0.00 2.71 0.39
N 1.03 -0.52 1.52
H 0.39 3.17 1.14
H 0.56 1.16 2.63
H 0.06 -2.84 0.97
H 0.61 -2.54 -0.68
H -1.08 -2.26 -0.28
H -1.53 -0.05 -1.80
H 0.11 -0.16 -2.43
H -0.62 1.43 -2.10
*
```

Calculated values
Gap between HOMO and LUMO (eV): 8.89
SMILES: Cc1n[nH]c(O)c1C


Run two
Below is C5H8N2O as an isolated structure, with properties calculated with ωB97M-V/def2-TZVPD.

```
! wB97M-V def2-TZVPD RIJCOSX def2/J DEFGRID3
* xyz 0 1
C 1.18 0.58 1.27
C 1.82 0.16 0.14
C 0.54 0.19 -0.68
C -0.43 -0.98 -0.73
C -1.77 -0.37 -0.37
H 2.86 0.53 0.03
H 2.03 -0.90 0.43
H 0.41 0.72 -1.53
H -0.59 -1.42 -1.69
H 0.02 -1.77 -0.13
H -2.71 -1.14 0.06
H -2.05 0.32 -1.26
H -1.92 1.45 0.89
N -1.30 0.69 0.84
N 0.04 0.90 0.40
O 1.84 1.06 2.34
*
```

Calculated values
Gap between HOMO and LUMO (eV): 9.53


run one is preferred energetically. Next in line: 0.1352 hartree higher.


Run one
Below is C5H8N2O as an isolated structure, with properties calculated with ωB97M-V/def2-TZVPD.

```
! wB97M-V def2-TZVPD RIJCOSX def2/J DEFGRID3
* xyz 0 1
C 1.43 -0.10 0.04
C 0.18 0.08 -0.64
C -1.24 0.59 0.52
C 2.34 -1.31 -0.14
C -2.64 0.42 -0.03
N 1.79 0.88 0.78
N -0.26 1.45 -0.12
O 0.75 1.89 0.68
H -0.03 -0.36 -1.57
H -0.98 0.04 1.38
H 3.36 -1.14 0.43
H 2.64 -1.48 -1.21
H 1.74 -2.04 0.21
H -3.43 0.46 0.78
H -2.69 -0.58 -0.48
H -2.97 1.22 -0.64
*
```

Calculated values
Gap between HOMO and LUMO (spin up / spin down) (eV): 8.62 / 8.62


Run two
Below is a 2-piece molecular cluster, C5H8N2O overall, with properties calculated with ωB97M-V/def2-TZVPD.

```
! wB97M-V def2-TZVPD RIJCOSX def2/J DEFGRID3
* xyz 0 1
C -0.36 1.94 -0.93
C 0.57 0.78 -0.75
C 1.14 0.69 0.79
N 1.43 0.27 -1.54
O 1.01 1.58 1.59
H 1.03 -0.34 -2.25
H 2.04 0.03 0.81
H -0.93 2.13 -0.03
H 0.21 2.82 -1.21
H -1.09 1.67 -1.70
C -0.81 -2.21 1.26
C -0.75 -1.16 0.26
N -1.02 -0.75 -0.81
H -1.36 -3.07 0.87
H -1.33 -1.83 2.14
H 0.20 -2.53 1.51
*
```

Calculated values
Gap between HOMO and LUMO (eV): 8.29
SMILES: [H]/N=C(\C)C=O.CC#N


Run three
Below is C5H8N2O as an isolated structure, with properties calculated with ωB97M-V/def2-TZVPD.

```
! wB97M-V def2-TZVPD RIJCOSX def2/J DEFGRID3
* xyz 0 1
C -1.34 -1.09 0.34
C -1.24 1.29 -0.10
C 0.05 0.65 0.27
C 1.63 1.02 0.22
C 0.06 -0.66 -0.38
H -1.68 -2.36 0.29
H -1.08 -0.98 1.49
H -3.30 -0.02 -0.19
H -1.61 1.90 0.73
H -1.11 2.10 -0.93
H -0.21 0.28 1.30
H 2.04 1.94 -0.06
H 0.10 -0.73 -1.65
N -1.95 0.01 -0.29
N 2.21 -0.07 -0.09
O 1.26 -1.12 -0.05
*
```

Calculated values
Gap between HOMO and LUMO (eV): 9.56


run two is preferred energetically. Next in line: 0.0785 hartree higher.


Run one
Below is one molecule with the formula C5H8N2O, with properties calculated with ωB97M-V/def2-TZVPD.

```
! wB97M-V def2-TZVPD RIJCOSX def2/J DEFGRID3
* xyz 0 1
C -0.55 -1.10 0.72
C -0.60 -1.05 -0.79
C 0.28 0.18 -1.28
C 1.55 0.64 -0.65
C -0.79 1.18 1.50
H -0.99 -2.00 1.17
H 0.51 -0.95 1.16
H -0.23 -2.08 -1.07
H -1.61 -0.75 -1.07
H 0.09 0.30 -2.45
H 2.61 0.89 -1.19
H 1.83 -0.13 0.01
H -1.15 1.50 2.47
N 0.45 1.47 -0.48
N -0.06 1.90 0.67
O -1.34 -0.02 1.29
*
```

Calculated values
Gap between HOMO and LUMO (eV): 9.31
SMILES: C1=NN2C[C@H]2CCO1


Run two
Below is one molecule with the formula C5H8N2O, with properties calculated with ωB97M-V/def2-TZVPD.

```
! wB97M-V def2-TZVPD RIJCOSX def2/J DEFGRID3
* xyz 0 1
C -0.70 -0.81 -0.67
C -0.42 -0.02 1.65
C -1.34 -0.63 2.34
C 1.11 0.87 0.15
C 1.57 0.69 -2.35
H -0.44 -1.84 -0.77
H -1.72 -0.59 -0.40
H -0.72 -0.44 -1.72
H 0.26 0.52 2.30
H -1.67 -0.46 3.27
H -2.14 -1.14 1.71
H 1.35 1.42 0.99
H 2.60 0.80 -3.01
N 0.07 -0.05 0.32
N 1.84 0.85 -0.95
O 0.35 0.83 -2.86
*
```

Calculated values
Gap between HOMO and LUMO (eV): 9.13
SMILES: C=CN(C)/C=N\C=O


Run three
Below is one molecule with the formula C5H8N2O, with properties calculated with ωB97M-V/def2-TZVPD.

```
! wB97M-V def2-TZVPD RIJCOSX def2/J DEFGRID3
* xyz 0 1
C 1.61 -0.62 0.10
C 0.30 1.32 0.11
C -0.41 0.33 -0.63
C -1.46 -1.35 -0.11
C 0.14 -0.83 0.14
H 2.47 1.29 -0.33
H 0.11 1.63 1.25
H 0.22 2.28 -0.34
H -0.02 0.36 -1.57
H -1.95 0.09 0.90
H -1.44 -2.11 -0.94
H -2.02 -1.59 0.81
H -0.13 -0.28 1.11
N 1.69 0.76 -0.16
N -1.76 0.05 -0.20
O 2.65 -1.33 -0.15
*
```

Calculated values
Gap between HOMO and LUMO (eV): 9.92
SMILES: O=C1NC[C@@H]2NC[C@@H]12


Run four
Below is one molecule with the formula C5H8N2O, with properties calculated with ωB97M-V/def2-TZVPD.

```
! wB97M-V def2-TZVPD RIJCOSX def2/J DEFGRID3
* xyz 0 1
C 1.01 -0.81 1.20
C -1.00 0.46 0.17
C 0.06 -0.76 0.02
C 0.73 0.87 -1.13
C -2.31 0.35 0.39
O 1.92 1.52 -1.18
N -0.22 1.42 -0.35
N -0.37 -1.86 -0.54
H 1.97 2.11 -0.42
H -0.40 -1.79 -1.56
H 0.54 0.37 -2.09
H 1.08 0.15 1.71
H 0.67 -1.57 1.91
H 1.99 -1.10 0.83
H -2.96 1.21 0.24
H -2.72 -0.56 0.79
*
```

Calculated values
Gap between HOMO and LUMO (spin up / spin down) (eV): 6.56 / 6.89
SMILES: [H]/N=C(/C)C(=C)/N=C/O


run two is preferred energetically. Next in line: 0.0416 hartree higher.


Run one
Below is one molecule with the formula C5H8N2O, with properties calculated with ωB97M-V/def2-TZVPD.

```
! wB97M-V def2-TZVPD RIJCOSX def2/J DEFGRID3
* xyz 0 1
C 1.41 -0.07 -0.18
C -0.52 0.90 0.67
C -1.46 0.44 -0.59
C -1.34 -1.11 -0.16
C 0.12 -0.51 0.56
H 3.25 -0.70 -0.41
H 2.16 1.38 -0.33
H -1.18 1.13 1.54
H -2.51 0.61 -0.21
H -1.12 0.52 -1.59
H -2.03 -1.31 0.75
H -1.63 -1.91 -1.06
H 0.69 -1.37 1.26
N 2.44 -0.99 0.10
N 1.22 1.13 -0.65
O 0.50 1.86 0.30
*
```

Calculated values
Gap between HOMO and LUMO (eV): 10.01
SMILES: [H]/N=C1\NO[C@H]2CC[C@@H]12


Run two
Below is C5H8N2O as an isolated structure, with properties calculated with ωB97M-V/def2-TZVPD.

```
! wB97M-V def2-TZVPD RIJCOSX def2/J DEFGRID3
* xyz 0 1
C 1.54 1.13 0.04
C -0.47 0.92 0.13
C -1.77 0.30 -0.22
C -1.23 -1.01 0.25
C 0.09 -0.53 -0.35
H 2.82 -1.41 0.47
H 2.63 1.40 -0.11
H -0.50 1.04 1.29
H -2.39 0.18 -1.28
H -2.51 0.74 0.60
H -1.50 -1.77 -0.62
H -1.23 -1.35 1.27
H -0.08 -0.62 -1.39
N 1.38 -0.14 0.28
N 0.54 1.84 -0.17
O 2.69 -0.72 -0.19
*
```

Calculated values
Gap between HOMO and LUMO (eV): 9.78


run two is preferred energetically. Next in line: 0.0050 hartree higher.


Run one
Below is one molecule with the formula C5H8N2O, with properties calculated with ωB97M-V/def2-TZVPD.

```
! wB97M-V def2-TZVPD RIJCOSX def2/J DEFGRID3
* xyz 0 1
C -2.84 0.35 0.25
C -0.49 -0.23 -0.23
C 0.00 0.97 -0.15
C 1.42 1.35 0.08
C 1.67 -0.95 0.00
H -3.73 -0.20 0.59
H -2.11 0.83 1.13
H -3.21 1.18 -0.58
H -0.68 1.87 -0.17
H 1.40 1.96 1.09
H 1.69 2.21 -0.68
H 2.46 -1.64 0.21
H 0.14 -2.40 -0.21
N 2.37 0.19 -0.05
N 0.41 -1.36 0.28
O -1.75 -0.58 -0.33
*
```

Calculated values
Gap between HOMO and LUMO (eV): 8.99
SMILES: COC1=CCN=CN1


Run two
Below is C5H8N2O as an isolated structure, with properties calculated with ωB97M-V/def2-TZVPD.

```
! wB97M-V def2-TZVPD RIJCOSX def2/J DEFGRID3
* xyz 0 1
C 0.73 1.28 0.68
C -0.08 0.48 -0.40
C -1.53 0.78 -0.39
C -1.75 -0.73 -0.02
C 1.58 -1.72 -0.16
H 1.33 2.25 0.14
H 0.01 1.63 1.55
H 1.59 0.41 1.06
H 0.40 0.71 -1.35
H -1.85 1.09 -1.33
H -1.87 1.53 0.31
H 2.01 -2.65 -0.02
H 2.13 -0.81 -0.61
N -0.44 -0.82 -0.02
N 0.34 -1.93 0.14
O -2.59 -1.51 0.42
*
```

Calculated values
Gap between HOMO and LUMO (eV): 10.16


run two is preferred energetically. Next in line: 0.0235 hartree higher.


Run one
Below is a 2-piece molecular cluster, C5H8N2O overall, with properties calculated with ωB97M-V/def2-TZVPD.

```
! wB97M-V def2-TZVPD RIJCOSX def2/J DEFGRID3
* xyz 0 1
C -2.28 -0.60 -0.58
C 0.13 0.20 -0.13
C 0.49 -0.57 0.93
C 2.05 -0.17 1.07
C 1.13 1.32 -0.67
H -3.33 -2.21 -0.37
H -3.54 0.42 -0.30
H -1.32 1.17 -1.18
H 0.26 -1.45 1.46
H 2.32 0.43 2.08
H 2.74 -1.02 1.16
H 0.96 2.38 -0.36
H 1.32 1.13 -1.82
N -2.26 -1.99 -0.47
N -1.19 0.32 -0.53
O 2.53 0.65 -0.29
*
```

Calculated values
Gap between HOMO and LUMO (eV): 8.69


Run two
Below is one molecule with the formula C5H8N2O, with properties calculated with ωB97M-V/def2-TZVPD.

```
! wB97M-V def2-TZVPD RIJCOSX def2/J DEFGRID3
* xyz 0 1
C 0.68 0.45 1.00
C 1.56 -0.40 0.30
C -0.82 0.15 0.70
C 2.12 -0.68 -0.97
C -1.56 1.38 0.20
N 1.59 -0.67 1.51
N -1.12 -1.03 0.22
O -2.26 -1.18 -0.61
H 0.91 1.42 1.52
H 2.07 -1.82 -1.15
H 1.59 -0.14 -1.74
H 3.10 -0.16 -0.90
H -1.59 2.14 0.87
H -1.04 1.44 -0.77
H -2.54 1.03 0.00
H -2.69 -1.93 -0.19
*
```

Calculated values
Gap between HOMO and LUMO (eV): 9.91
SMILES: CC1=N[C@@H]1/C(C)=N/O


Run three
Below is one molecule with the formula C5H8N2O, with properties calculated with ωB97M-V/def2-TZVPD.

```
! wB97M-V def2-TZVPD RIJCOSX def2/J DEFGRID3
* xyz 0 1
C 0.47 1.18 -0.81
C -0.91 0.82 1.04
C 0.52 0.60 0.60
C 0.74 -0.99 0.67
C -0.04 -1.99 -0.10
H 1.17 0.60 -1.33
H 0.68 2.19 -0.88
H -1.51 1.50 -1.83
H -1.28 0.63 1.99
H 1.30 1.13 1.10
H 1.13 -1.30 1.64
H -0.14 -2.99 0.32
H -0.81 -1.57 -0.79
N -0.95 0.91 -1.18
N -1.68 0.93 0.02
O 1.30 -1.64 -0.46
*
```

Calculated values
Gap between HOMO and LUMO (eV): 9.80
SMILES: C1=NNC[C@@H]1[C@H]1CO1


Run four
Below is C5H8N2O as an isolated structure, with properties calculated with ωB97M-V/def2-TZVPD.

```
! wB97M-V def2-TZVPD RIJCOSX def2/J DEFGRID3
* xyz 0 1
C -0.72 -1.01 0.42
C 1.00 1.04 0.75
N 0.38 -1.80 0.11
C -0.09 0.71 -0.18
C 1.56 0.06 -0.30
C -0.87 1.50 -0.93
O -1.87 -1.55 -0.11
N 1.55 -1.28 -0.25
H -2.64 -1.15 0.31
H 0.18 -2.70 -0.31
H -0.78 -0.69 1.46
H 1.41 2.05 0.68
H 0.95 0.65 1.76
H 2.34 0.47 -0.94
H -1.45 1.11 -1.75
H -0.96 2.57 -0.73
*
```

Calculated values
Gap between HOMO and LUMO (eV): 7.62


run three is preferred energetically. Next in line: 0.0659 hartree higher.